Density functional theory data (ωB97M-V/def2-TZVPD) for a structure of composition C2H3NO2S2 in a non-equilibrium geometry.

```
10
Properties=species:S:1:pos:R:3:forces:R:3
C -0.600456 0.867823 0.127481 0.0755 -0.1076 1.2054
C -0.304143 -0.588849 -0.118119 2.1950 -0.6718 0.9575
N -1.744275 1.390856 0.135142 -0.7376 -0.5728 0.1808
O -3.660838 0.550073 -1.266918 -0.4554 0.8440 -1.2496
O -3.805073 -0.063445 1.139450 4.3891 1.3977 -4.2251
S -1.789202 -1.412600 -0.686510 0.5999 -0.0930 0.6746
S -2.905935 0.240370 -0.115573 -5.6511 -2.0603 4.5145
H 0.134839 1.603681 0.347213 1.3590 0.0297 -0.0366
H 0.384433 -0.478338 -0.934336 0.3898 -0.3110 -0.9282
H 0.417699 -1.173017 0.646962 -2.1642 1.5452 -1.0933
```
Forces are in eV/Å.

Output
F_max = 7.521 eV/Å
HOMO energy = -0.3676 hartree
ΔE to the lowest compared entry with this formula, charge and spin = 206.85 kJ/mol
LUMO level = -0.1 eV
E_tot = -29375.834 eV
Kohn-Sham gap = 9.9 eV
Charge = 0

---

Density functional theory data (ωB97M-V/def2-TZVPD) for the molecule C13H9NO5S in a non-equilibrium geometry.

```
29
Properties=species:S:1:pos:R:3:forces:R:3
O 1.483556 0.718302 2.794734 -0.1660 -0.7217 -1.8650
O -2.351220 1.280738 4.348045 2.1240 -1.8706 -1.0634
O -0.602934 -0.113280 4.473751 -2.0971 1.4252 -1.2507
O 1.615449 -0.105316 0.680428 -0.0738 -0.5549 -0.4628
O 0.779943 -1.771959 -0.901195 -0.2651 1.4543 0.2816
S 0.515656 2.298361 -1.202521 1.1839 -0.6752 -1.9723
C 0.961817 0.263613 1.795237 0.4752 1.0706 3.0834
C 1.156497 2.634398 -2.823104 0.2772 -0.8440 -0.2040
C 1.553753 1.486808 -3.496249 -0.1531 1.5723 0.7406
C 1.396133 0.328951 -2.726394 -0.8175 0.8171 2.1287
C 0.897417 0.611652 -1.457240 0.1182 -0.7140 -1.1716
C -3.026142 -0.290449 0.530182 0.7536 0.0260 -0.5392
C -2.898139 0.058594 1.883873 0.3696 0.0070 0.4821
C -1.903248 -0.466579 -0.292135 -0.5013 -0.4729 -0.1522
C -0.486727 0.087888 1.596492 -1.3715 -0.3744 0.2198
C -1.620022 0.216182 2.456684 0.0975 -0.2585 -2.8570
C -0.649314 -0.274241 0.272297 -1.4441 0.0276 0.7502
N -1.499526 0.489485 3.847402 -0.0706 0.5226 3.2144
C 1.964493 -2.476276 -0.558280 0.5313 1.0239 1.3248
C 0.664250 -0.413314 -0.370512 1.0746 -0.6819 -1.2398
H 1.329220 3.630214 -3.220393 -0.4246 -0.0652 0.4058
H 2.041434 1.479139 -4.461481 -0.1978 0.2181 -0.0398
H 1.650997 -0.644772 -3.050159 0.1389 -0.8186 -0.1226
H -3.984316 -0.432398 0.038105 -0.0679 0.0542 0.5191
H -3.783658 0.174726 2.525858 0.5427 -0.0315 -0.3741
H -2.024769 -0.829121 -1.339146 0.1796 0.5236 0.9431
H 2.854937 -1.882991 -0.815400 -0.1478 -0.1996 0.1202
H 2.025243 -3.421021 -1.065915 -0.4584 -0.2876 -0.3718
H 1.939219 -2.637334 0.537037 0.3902 -0.1719 -0.5276
```
Forces are in eV/Å.

Output
F_max = 3.298 eV/Å
HOMO energy = -0.3384 hartree
ΔE to the lowest compared entry with this formula, charge and spin = 0.00 kJ/mol
LUMO level = -1.1 eV
E_tot = -36185.828 eV
SMILES = CO[C@]1(c2cccs2)OC(=O)c2c([N+](=O)[O-])cccc21
Kohn-Sham gap = 8.1 eV
Charge = 0

---

Density functional theory data (ωB97M-V/def2-TZVPD) for a cluster of 2 separate species, C10H20BrF6N6P in total in a non-equilibrium geometry.

```
44
Properties=species:S:1:pos:R:3:forces:R:3
C 1.433405 2.383767 1.135697 1.0787 -0.1103 -0.2756
C 2.127933 0.950638 0.842763 0.5887 0.9665 0.5314
N 1.138288 -0.183703 0.835226 0.6596 1.2944 0.1088
N 0.571228 -0.264155 -0.455430 -0.4297 -0.4195 0.3462
C 1.358394 -0.957541 -1.515803 1.0378 -1.1683 -0.1879
C 0.544853 -2.013623 -2.383419 -0.5937 0.5950 -2.9138
C -0.194129 -3.294557 -1.819004 0.4887 0.5461 -0.4137
N 0.479107 -1.801466 -3.688554 0.7616 -0.0306 3.2736
C -0.602898 0.338840 -0.607877 -4.5868 2.0638 -1.4111
N -1.366483 0.433008 -1.834346 -2.6065 2.2785 3.7542
C -2.550826 1.162415 -1.448031 2.7272 -0.7640 1.7755
N -2.553235 1.573774 -0.052172 0.4854 -1.8402 -5.2170
C -3.588895 2.364816 0.660363 -1.3165 0.9719 1.0013
C -3.165322 2.863835 2.120956 0.8604 1.1168 0.0204
C -2.828452 4.455088 2.184168 -0.0117 -0.2394 0.0137
Br -4.610617 2.546966 3.487848 0.8167 -0.1537 -1.0060
N -1.376891 1.048475 0.383895 3.4606 -1.8959 0.5570
H 0.698635 2.683506 0.305306 1.0246 -0.5201 1.3194
H 0.971871 2.450712 2.172158 0.3716 -0.2377 -1.3221
H 2.284422 3.154793 1.111708 -1.2814 -1.0426 0.0303
H 2.939315 0.708411 1.622820 -1.4123 0.4570 -1.0435
H 2.679947 1.079799 -0.148043 -0.7466 -0.5114 1.1464
H 1.589075 -1.077339 1.082976 -0.3478 0.3511 -0.4395
H 1.928255 -0.178908 -2.141256 -1.1785 -1.2229 0.5693
H 2.179981 -1.550647 -0.962854 -1.2751 0.8852 -0.5930
H -0.598416 -3.071157 -0.781279 0.5113 -0.5699 -1.2086
H 0.546841 -4.175065 -1.807294 -1.0856 1.4497 0.3298
H -1.034875 -3.565340 -2.555529 1.2732 0.6307 1.1935
H 1.037173 -0.947010 -3.893014 -0.5321 -0.6085 -0.0345
H -3.430967 1.426010 -2.107776 1.4545 -0.4589 0.8324
H -3.833312 3.310136 0.053870 0.6194 -1.5281 0.6812
H -4.578830 1.796254 0.744001 1.6514 0.3834 -0.1880
H -2.248602 2.331619 2.532331 -1.4271 0.4132 -0.6152
H -1.817260 4.578850 2.702875 -1.5694 0.0067 -0.5608
H -2.737743 4.926418 1.151842 -0.1029 -0.7828 1.2019
H -3.662180 5.012296 2.744438 1.4616 -0.8657 -0.8038
H -0.996074 1.106846 1.333385 -0.6286 0.1369 -0.4703
F 2.014506 -5.270297 -0.706472 -0.5454 -2.0245 -1.2441
P 3.327563 -4.515664 -0.145664 0.8259 -1.2325 0.0081
F 4.051140 -3.068319 -0.189085 0.6793 2.0196 1.8151
F 3.961969 -4.692732 1.325329 -0.4086 1.3945 2.1460
F 2.086289 -3.776868 0.588398 -0.6249 2.7039 1.3116
F 3.773096 -4.329812 -1.684705 -0.7474 -1.0220 -2.1172
F 4.052720 -5.953072 -0.194747 0.6206 -1.4154 -1.9013
```
Forces are in eV/Å.

Output
F_max = 5.553 eV/Å
HOMO energy = -0.3608 hartree
LUMO level = -1.3 eV
E_tot = -115268.554 eV
Kohn-Sham gap = 8.5 eV
Charge = 0

---

Density functional theory data (ωB97M-V/def2-TZVPD) for a structure of composition CH4N4O in a non-equilibrium geometry.

```
10
Properties=species:S:1:pos:R:3:forces:R:3
C 0.438961 0.116662 0.336311 2.7725 0.0205 -1.0616
N -2.853869 -0.192016 -0.254843 0.0430 2.1447 0.6783
N -1.801553 -0.824705 -0.535477 1.9266 -1.5152 -0.3947
N -2.081841 0.802908 0.400422 0.2487 -1.4520 1.3093
N -0.953676 0.144411 -0.067989 -0.5442 -0.5661 -0.5697
O 1.208053 -0.596685 -0.621482 -0.3807 -1.2072 -0.6045
H 0.961039 1.071150 0.041830 -1.4419 0.0393 1.4546
H 0.824235 -0.264421 1.331077 -1.5449 0.5983 -0.5132
H -2.067173 1.785119 0.381312 -0.8805 1.4742 -0.6092
H 1.009670 -1.547536 -0.674506 -0.1985 0.4635 0.3107
```
Forces are in eV/Å.

Output
F_max = 2.969 eV/Å
HOMO energy = -0.3607 hartree
ΔE to the lowest compared entry with this formula, charge and spin = 338.87 kJ/mol
LUMO level = 0.8 eV
E_tot = -9104.678 eV
Kohn-Sham gap = 10.6 eV
Charge = 0